# C24H20N5OReSSe2

C24H20N5OReSSe2 as an isolated structure at a distorted geometry (wB97M-V/def2-TZVPD, OMol25).

Positions of all 54 atoms, in Å:
Re -0.00476 0.18994 -1.43942
Se -3.69926 0.60724 -0.62632
Se -3.16286 -0.72466 -2.42172
C -2.20266 -2.13516 -1.48042
C -2.74926 -3.40656 -1.43012
C -2.07256 -4.40076 -0.74032
C -0.88476 -4.06386 -0.10462
C -0.40416 -2.76916 -0.21062
N -1.03786 -1.81116 -0.89902
C -2.59806 2.13054 -1.07542
C -3.19206 3.38314 -0.98012
C -2.44716 4.51494 -1.26262
C -1.12216 4.34344 -1.64392
C -0.60876 3.06314 -1.72922
N -1.32186 1.95854 -1.44942
H -3.69036 -3.59876 -1.92542
H -2.47026 -5.40426 -0.69322
H -0.33096 -4.80366 0.45248
H 0.52394 -2.49876 0.27448
H -4.23306 3.45024 -0.70072
H -2.88846 5.49734 -1.19962
H -0.49156 5.18864 -1.86672
H 0.41564 2.93024 -2.05822
N 1.69564 0.12214 2.52538
C 0.81404 0.16694 3.60098
C 1.28684 -0.02616 4.89428
C 0.41314 0.02484 5.96968
C -0.94356 0.25504 5.75458
C -1.43326 0.42944 4.46898
C -0.55696 0.39564 3.39518
S -1.16136 0.72464 1.76818
N 0.16194 0.41824 0.75978
C 1.37904 0.21474 1.22258
C 2.45104 0.02494 0.23128
C 3.79714 0.23144 0.53218
C 4.75554 -0.00616 -0.43892
C 4.34074 -0.47146 -1.67902
C 2.98194 -0.61786 -1.92052
N 2.04604 -0.35046 -1.00602
H 2.66534 -0.03936 2.77668
H 2.33624 -0.21386 5.06538
H 0.78694 -0.11626 6.97268
H -1.61956 0.30594 6.59238
H -2.48356 0.60584 4.29938
H 4.10354 0.61524 1.49128
H 5.80164 0.16744 -0.23312
H 5.05854 -0.69856 -2.45202
H 2.64164 -0.96146 -2.88752
C -0.31086 -0.78396 -4.68132
C 0.04164 -0.00836 -3.49032
O 0.75664 0.95834 -3.36082
H -0.23806 -0.16956 -5.58152
H -1.29996 -1.23326 -4.60092
H 0.40524 -1.60466 -4.77832

The calculation puts the HOMO energy (spin up / spin down) at -15.802 / -15.907 eV. As for the multiplicity: 2. As for the total charge: +3.

# C24H21AsNO4ReS5Sb

C24H21AsNO4ReS5Sb as an isolated structure at a distorted geometry (wB97M-V/def2-TZVPD, OMol25).

Positions of all 58 atoms, in Å:
Re 2.39541 -1.01449 1.54833
S 4.77851 1.38641 4.64193
Sb 5.25591 -0.78189 4.24903
S 4.46421 -0.65399 1.17233
S 2.56961 -1.55869 3.62673
S 6.29761 -2.77489 4.21383
N 2.29901 2.20661 1.44603
C 1.11961 2.84941 1.16113
C 1.07911 3.93811 0.27273
C -0.11979 4.54111 -0.04327
C -1.28159 4.04351 0.52163
C -1.28519 2.97771 1.41053
C -0.08129 2.38851 1.73063
S -2.81569 4.75111 0.07363
O -3.03339 3.69171 -1.65397
O -3.91749 4.17701 0.73873
O -2.78789 6.03091 -0.49177
H 2.37841 1.82771 2.38323
H 3.13501 2.68571 1.13583
H 1.99661 4.33311 -0.13427
H -0.16919 5.40021 -0.69367
H -2.21179 2.65081 1.85473
H -0.03819 1.58531 2.45273
O 0.79191 -0.83909 0.70463
As -0.17299 -1.54149 -0.54757
C 1.22241 -2.10019 -1.79857
C 1.12981 -3.25069 -2.57167
C 2.18941 -3.58079 -3.40657
C 3.30911 -2.76579 -3.48177
C 3.38261 -1.60179 -2.72867
C 2.34001 -1.26969 -1.88047
C -1.20039 0.01891 -1.11067
C -0.51089 1.06891 -1.70597
C -1.15079 2.27211 -1.93177
C -2.48169 2.41291 -1.55397
C -3.20139 1.34251 -1.04407
C -2.55579 0.13361 -0.83347
C -1.28599 -2.77799 0.45433
C -2.04779 -2.20799 1.47433
C -2.89869 -3.01089 2.21253
C -2.97649 -4.36979 1.93533
C -2.19649 -4.93199 0.93633
C -1.33889 -4.13999 0.18743
H 0.24981 -3.88209 -2.54217
H 2.13271 -4.48209 -3.99847
H 4.12811 -3.03489 -4.13067
H 4.24221 -0.95099 -2.79867
H 2.39611 -0.35169 -1.28927
H 0.52541 0.95761 -2.00057
H -0.64149 3.09511 -2.40827
H -3.98809 3.67061 -1.86807
H -4.24999 1.44261 -0.80597
H -3.11469 -0.71199 -0.45047
H -1.95839 -1.14529 1.69463
H -3.49599 -2.58069 3.00243
H -3.63389 -4.99769 2.51593
H -2.24849 -5.99099 0.73723
H -0.71779 -4.57949 -0.58397

The calculation puts the HOMO energy at -16.892 eV. For the energy above the lowest of the compared OMol25 structures with the same formula, charge and spin, the calculation gives 1.962 eV. As for the total charge: +3.

# C24H21Cl2CrN5O3

C24H21Cl2CrN5O3 as an isolated structure at a distorted geometry (wB97M-V/def2-TZVPD, OMol25).

Positions of all 56 atoms, in Å:
Cr 0.18345 0.20310 -1.39608
Cl -3.34368 -5.58627 -1.41484
C -2.92312 -3.92011 -1.46910
C -1.58380 -3.56761 -1.49606
C -1.22677 -2.22478 -1.54446
N 0.07074 -1.68945 -1.57146
C 1.21511 -2.43882 -1.53834
O 1.32931 -3.64353 -1.50261
C 2.42466 -1.54227 -1.54642
C 3.69537 -2.08195 -1.55767
C 4.78796 -1.22942 -1.55647
C 4.55683 0.13906 -1.54421
C 3.25433 0.59730 -1.53104
N 2.19058 -0.21531 -1.52859
C -2.22908 -1.22851 -1.56601
C -3.56979 -1.59444 -1.53017
C -3.91376 -2.93556 -1.48403
Cl -5.57709 -3.36634 -1.44457
N -1.70325 0.06984 -1.61905
C -2.45911 1.20892 -1.58217
O -3.66445 1.31541 -1.54797
C -1.57039 2.42510 -1.58345
C -2.11849 3.69260 -1.58977
C -1.27247 4.78990 -1.58256
C 0.09753 4.56985 -1.56420
C 0.56447 3.27018 -1.55438
N -0.24263 2.20348 -1.56344
H -0.82522 -4.33113 -1.48065
H 3.79732 -3.15814 -1.56871
H 5.79578 -1.62137 -1.56492
H 5.37558 0.84387 -1.54632
H 3.05699 1.65972 -1.51953
H -4.33760 -0.84000 -1.53811
H -3.19513 3.78840 -1.60093
H -1.67119 5.79508 -1.59209
H 0.79671 5.39332 -1.56008
H 1.62800 3.07937 -1.53775
O 0.23533 0.42016 0.62165
C 0.15064 -0.42395 1.53765
C 1.36707 -1.03954 2.15207
C 1.41283 -0.42984 3.58805
C 0.77325 0.97689 3.74235
C -0.75558 1.01960 3.97111
C -1.59490 0.64217 2.74033
N -1.00898 -0.59677 2.19361
H 2.23194 -0.73571 1.56497
H 1.33376 -2.12879 2.19263
H 2.45886 -0.36932 3.88675
H 0.92677 -1.11262 4.28779
H 1.03912 1.60372 2.88497
H 1.23288 1.44094 4.61493
H -1.03739 2.02085 4.30161
H -1.00258 0.33202 4.78589
H -1.53951 1.40503 1.96774
H -2.63866 0.47793 2.99681
H -0.97855 -1.33227 2.88733

The calculation puts the HOMO energy (spin up / spin down) at -10.276 / -10.319 eV. As for the multiplicity: 4. As for the total charge: +1.

# C24H21ClIrN2O4PS2

C24H21ClIrN2O4PS2 as an isolated structure (wB97M-V/def2-TZVPD, OMol25).

Positions of all 56 atoms, in Å:
Ir 1.58762 1.22006 -1.29844
C 1.65133 3.46971 0.76861
N 2.01762 2.08977 0.44311
C 2.77606 1.37653 1.22557
C 3.10964 0.08994 0.79321
C 3.90089 -0.97424 1.22704
C 3.82940 -1.94402 0.22674
C 2.99206 -1.45068 -0.78434
N 2.55834 -0.24113 -0.42298
C 0.16480 3.69332 0.71210
C -0.43344 4.18625 -0.44033
C -1.81433 4.30666 -0.51628
C -2.60308 3.94035 0.56330
C -2.00975 3.45875 1.72426
C -0.63144 3.33447 1.79499
H 2.16295 4.13701 0.07004
H 2.02196 3.67689 1.77459
H 3.12789 1.79675 2.16233
H 4.45201 -1.02409 2.15257
H 4.30233 -2.91178 0.22528
H 2.65384 -1.91868 -1.69729
H 0.18076 4.46716 -1.28705
H -2.27213 4.68070 -1.42254
H -3.67974 4.03097 0.50277
H -2.62272 3.17774 2.57118
H -0.16791 2.94418 2.69447
S -0.04433 -1.83737 -2.86142
P -0.70193 -1.33962 -1.09786
S -0.49609 0.65812 -0.56806
C -2.48905 -1.61445 -0.88412
C -3.04866 -2.70365 -1.54741
C -4.39226 -3.00274 -1.38671
C -5.18809 -2.21056 -0.57039
C -4.63645 -1.12027 0.08545
C -3.28856 -0.82292 -0.06446
C 0.03123 -2.33912 0.24129
C 0.02911 -1.89631 1.56169
C 0.52198 -2.71237 2.56930
C 1.00904 -3.97645 2.26686
C 1.00451 -4.42328 0.95386
C 0.52036 -3.60652 -0.05774
H -2.42942 -3.30175 -2.20458
H -4.82004 -3.85043 -1.90612
H -6.23906 -2.44042 -0.45015
H -5.25519 -0.49664 0.71793
H -2.87039 0.02832 0.45787
H -0.35338 -0.91091 1.79647
H 0.52323 -2.36113 3.59394
H 1.39293 -4.61190 3.05493
H 1.38565 -5.40763 0.71333
H 0.52668 -3.94096 -1.08782
O 3.00138 2.65328 -4.66264
Cl 2.43117 2.15203 -3.48272
O 1.85239 0.80661 -3.62352
O 1.35366 3.00113 -2.93982
O 3.41464 2.01532 -2.38026

The calculation puts the HOMO energy at -8.250 eV. For the energy above the lowest of the compared OMol25 structures with the same formula, charge and spin, the calculation gives 0.103 eV.

Number 1: DFT total energy -178341.522 eV. Number 2: DFT total energy -158561.348 eV. Number 3: DFT total energy -92286.045 eV. Number 4: DFT total energy -82713.373 eV.